# 1
{"formula": "AgH11O7", "method": "ωB97M-V with the def2-TZVPD basis set", "symbols": ["Ag", "O", "H", "O", "H", "O", "H", "O", "H", "H", "O", "H", "H", "O", "H", "H", "O", "H", "H"], "coordinates": [[16.2475, 0.7931, 17.9722], [14.1907, 1.6246, 17.2688], [14.1389, 2.0899, 16.4211], [14.8049, -0.9089, 18.2181], [15.3246, -1.6116, 17.8020], [15.4897, 1.9044, 19.7962], [15.5929, 1.3429, 20.5664], [17.5955, -0.6539, 16.7407], [16.9787, -1.1949, 16.2287], [18.4333, -1.1386, 16.7385], [18.2677, 2.2700, 18.2704], [19.0012, 2.5552, 17.7092], [18.2785, 2.8605, 19.0375], [16.6568, 2.1903, 15.9280], [17.5446, 2.5028, 15.7233], [16.0828, 2.9567, 15.8043], [17.5930, -0.8620, 19.6374], [17.0988, -1.6831, 19.5147], [17.9971, -0.9366, 20.5104]], "orbital_gap_ev": [5.05, 4.76], "s2": 0.77, "spin_multiplicity": 2, "charge": -1}

=====

# 2
{"formula": "C55H39CaIN6O7PS2Se", "method": "ωB97M-V with the def2-TZVPD basis set", "symbols": ["Ca", "I", "C", "C", "C", "C", "C", "C", "C", "C", "C", "P", "C", "C", "C", "C", "C", "C", "C", "C", "C", "C", "C", "C", "C", "H", "H", "H", "H", "H", "H", "H", "H", "H", "H", "H", "H", "H", "H", "H", "H", "S", "N", "C", "C", "C", "C", "C", "N", "C", "C", "N", "C", "C", "C", "C", "C", "N", "H", "H", "H", "H", "H", "H", "O", "S", "C", "C", "C", "C", "C", "C", "C", "C", "C", "C", "C", "C", "C", "C", "H", "H", "H", "H", "H", "H", "H", "H", "H", "H", "H", "H", "H", "H", "O", "C", "O", "C", "C", "C", "C", "C", "C", "N", "O", "O", "N", "O", "O", "H", "H", "H", "Se"], "coordinates": [[-1.0157, 0.6807, -0.6429], [2.8829, 0.5574, 1.9604], [3.9986, -1.1212, 2.6339], [4.7803, -0.9151, 3.7425], [5.5436, -1.9381, 4.3302], [5.5195, -3.1810, 3.7747], [4.7341, -3.4402, 2.6229], [4.7997, -4.7426, 2.0662], [4.1029, -5.0505, 0.9428], [3.2859, -4.0637, 0.3576], [3.1550, -2.7913, 0.8611], [1.9748, -1.6714, -0.0639], [0.7709, -2.9370, -0.6555], [0.6193, -3.3922, -1.9637], [-0.4096, -4.2603, -2.3028], [-1.3088, -4.6964, -1.3396], [-1.1848, -4.2346, -0.0365], [-0.1646, -3.3558, 0.2912], [2.9891, -1.1991, -1.5190], [3.6005, -2.0583, -2.4299], [4.3562, -1.5568, -3.4805], [4.5278, -0.1858, -3.6219], [3.9271, 0.6786, -2.7197], [3.1498, 0.1803, -1.6832], [3.9274, -2.4225, 2.0298], [4.8046, 0.0746, 4.1814], [6.1436, -1.7299, 5.2076], [6.1084, -3.9951, 4.1811], [5.4322, -5.4749, 2.5551], [4.1584, -6.0362, 0.4980], [2.7111, -4.3483, -0.5122], [1.2581, -3.0166, -2.7500], [-0.5144, -4.5776, -3.3329], [-2.1105, -5.3745, -1.6060], [-1.8921, -4.5438, 0.7242], [-0.1047, -2.9687, 1.3021], [3.5191, -3.1312, -2.3088], [4.8168, -2.2400, -4.1835], [5.1216, 0.2030, -4.4410], [4.0417, 1.7517, -2.8251], [2.6272, 0.8635, -1.0176], [-7.2396, 3.9925, -4.4999], [-6.5604, 2.5369, -4.6745], [-5.6074, 2.4496, -3.7626], [-4.7435, 1.3040, -3.5531], [-4.8158, 0.1355, -4.3143], [-3.9508, -0.8959, -4.0314], [-3.0449, -0.7433, -2.9804], [-2.9776, 0.3568, -2.2448], [-3.7941, 1.3794, -2.5309], [-3.6370, 2.6079, -1.7270], [-2.6364, 2.6264, -0.8402], [-2.4397, 3.7147, -0.1059], [-3.2662, 4.8362, -0.2052], [-4.2896, 4.8360, -1.1218], [-4.4821, 3.7028, -1.9173], [-5.4894, 3.6134, -2.9545], [-6.3573, 4.5594, -3.2715], [-5.5358, 0.0675, -5.1192], [-3.9456, -1.8078, -4.6105], [-2.3304, -1.5235, -2.7414], [-1.5516, 3.6672, 0.5263], [-3.0714, 5.6982, 0.4170], [-4.9355, 5.6943, -1.2524], [-1.7741, 0.1494, 1.4398], [-0.6356, 0.1710, 2.4763], [-0.8611, 1.6391, 3.4998], [-2.2335, 1.8776, 4.0371], [-3.3261, 2.0473, 3.1852], [-4.5891, 2.2825, 3.7059], [-4.7844, 2.3632, 5.0781], [-3.7029, 2.2081, 5.9321], [-2.4393, 1.9644, 5.4122], [-1.2428, -1.0959, 3.6230], [-0.1507, -1.4705, 4.5840], [0.9347, -2.2414, 4.1733], [1.9439, -2.5731, 5.0634], [1.8885, -2.1263, 6.3757], [0.8169, -1.3506, 6.7942], [-0.1961, -1.0270, 5.9025], [-0.4860, 2.4211, 2.8255], [-0.1217, 1.5136, 4.2966], [-3.1760, 1.9805, 2.1171], [-5.4265, 2.4080, 3.0303], [-5.7728, 2.5496, 5.4792], [-3.8387, 2.2766, 7.0044], [-1.5933, 1.8504, 6.0805], [-1.5204, -1.9029, 2.9437], [-2.1460, -0.7607, 4.1362], [1.0082, -2.5773, 3.1454], [2.7841, -3.1648, 4.7221], [2.6828, -2.3768, 7.0678], [0.7645, -0.9953, 7.8160], [-1.0411, -0.4331, 6.2319], [-0.1538, -1.1618, -4.3613], [0.0954, -0.3103, -3.5090], [-0.0188, -0.4114, -2.2515], [0.5893, 1.0569, -3.9826], [1.3377, 1.1154, -5.1513], [1.8594, 2.3315, -5.5546], [1.6162, 3.5168, -4.8838], [0.8140, 3.4184, -3.7661], [0.3329, 2.2234, -3.2701], [0.4047, 4.6691, -3.0891], [1.0593, 5.6698, -3.2999], [-0.5834, 4.6175, -2.3891], [2.7077, 2.3792, -6.7618], [3.0969, 3.4682, -7.1377], [2.9641, 1.3284, -7.3129], [1.5239, 0.2096, -5.7083], [2.0063, 4.4635, -5.2188], [-0.2241, 2.2540, -2.3423], [0.8256, 2.4081, 0.5005]], "orbital_gap_ev": 4.34, "spin_multiplicity": 1, "charge": -1, "e_above_lowest_kj_mol": 19.1}

=====

# 3
{"formula": "C21H21N3O7S2", "method": "ωB97M-V with the def2-TZVPD basis set", "symbols": ["C", "C", "O", "C", "C", "C", "C", "N", "N", "C", "N", "C", "O", "C", "C", "C", "O", "O", "S", "C", "C", "C", "O", "S", "O", "O", "C", "C", "C", "C", "C", "C", "C", "H", "H", "H", "H", "H", "H", "H", "H", "H", "H", "H", "H", "H", "H", "H", "H", "H", "H", "H", "H", "H"], "coordinates": [[-1.8787, -2.1784, -1.1861], [-1.8231, -0.9666, -2.1107], [-2.4349, 0.1841, -1.5556], [-1.7325, 0.9667, -0.6992], [-0.4752, 0.6895, -0.1908], [0.1503, 1.5702, 0.6973], [1.4630, 1.2640, 1.2230], [2.0743, 0.1978, 0.8941], [3.2123, -0.2094, 1.3932], [4.3784, 0.1034, 1.0428], [5.4846, -0.5449, 1.5656], [6.7118, -0.2140, 1.1264], [7.7406, -0.7553, 1.4853], [6.6724, 0.8988, 0.0937], [7.3645, 0.4845, -1.2101], [8.8792, 0.7584, -1.2139], [9.3978, 1.3465, -2.1193], [9.5664, 0.3058, -0.1794], [4.9066, 1.3134, -0.1565], [-0.4944, 2.7451, 1.0749], [-1.7443, 3.0417, 0.5633], [-2.3594, 2.1740, -0.3218], [-3.5866, 2.4708, -0.8558], [-4.8733, 2.3013, 0.1247], [-5.9728, 2.8662, -0.5813], [-4.5353, 2.8110, 1.4190], [-5.0193, 0.5319, 0.2039], [-5.7329, -0.1288, -0.7734], [-5.8259, -1.5080, -0.7180], [-5.2064, -2.2205, 0.3058], [-5.3348, -3.7113, 0.3762], [-4.4853, -1.5265, 1.2736], [-4.3876, -0.1467, 1.2247], [-2.9130, -2.4144, -0.9531], [-1.4212, -3.0310, -1.6806], [-1.3528, -1.9863, -0.2547], [-0.7903, -0.7440, -2.4027], [-2.4033, -1.1691, -3.0153], [0.0596, -0.2081, -0.4529], [1.8981, 1.9862, 1.9183], [5.3510, -1.2787, 2.2491], [7.1547, 1.7936, 0.5019], [7.2063, -0.5810, -1.4006], [6.9397, 1.0454, -2.0440], [9.0249, -0.1711, 0.4983], [-0.0192, 3.4256, 1.7644], [-2.2661, 3.9415, 0.8447], [-6.2064, 0.4481, -1.5508], [-6.3840, -2.0407, -1.4739], [-4.4892, -4.1529, 0.8975], [-6.2413, -3.9752, 0.9211], [-5.4064, -4.1444, -0.6186], [-3.9977, -2.0719, 2.0682], [-3.8426, 0.4138, 1.9678]], "smiles": "CCOc1cc(/C=N/N=C2/NC(=O)[C@@H](CC(=O)O)S2)ccc1OS(=O)(=O)c1ccc(C)cc1", "orbital_gap_ev": 8.70, "spin_multiplicity": 1, "e_above_lowest_kj_mol": 0.0}

=====

# 4
{"formula": "C4H5NO", "method": "ωB97M-V with the def2-TZVPD basis set", "symbols": ["C", "C", "C", "O", "C", "N", "H", "H", "H", "H", "H"], "coordinates": [[0.9967, 0.9199, -0.0686], [0.2894, -0.3275, 0.5011], [-1.2768, -0.2565, 0.3735], [-1.8228, 0.1927, -0.5891], [0.0090, -1.3657, -0.5350], [-0.5270, -1.4407, -1.5558], [2.0491, 0.7552, -0.3304], [0.4550, 1.2738, -0.9494], [0.9558, 1.7109, 0.6897], [0.7669, -0.6948, 1.4259], [-1.8114, -0.7082, 1.2165]], "orbital_gap_ev": 10.49, "spin_multiplicity": 1, "e_above_lowest_kj_mol": 285.9}

=====

no.,calculated total energy (eV)
1,-18505.450
2,-203788.225
3,-62590.553
4,-7763.563